# 1
Molecular formula: C3H10NOP
Method: DFT, wB97M-V/def2-TZVPD

Last column: natural (NBO) charge in e.
Geometry (Å):
C  -1.121  1.241  2.237  -0.04
N  -0.338  0.314  1.894  -0.43
C  0.701  -0.107  2.681  -0.44
H  -0.913  1.842  3.146  0.14
H  -2.099  1.393  1.661  0.19
H  0.423  0.125  3.727  0.18
H  0.999  -1.212  2.598  0.21
H  1.614  0.322  2.358  0.22
C  -0.012  -0.411  -3.646  -0.95
P  0.888  -0.145  -2.030  0.82
O  -0.462  -0.275  -1.067  -1.00
H  -0.311  0.362  -4.304  0.24
H  0.478  -1.274  -4.129  0.23
H  -0.944  -0.896  -3.148  0.25
H  1.390  -1.378  -1.759  -0.10
H  -0.293  0.100  -0.219  0.51

Results
- Spin multiplicity: 1
- M: 107.09 g mol⁻¹
- HOMO-LUMO gap: 9.271 eV
- Net charge: 0
- ΔE to the lowest compared entry with this formula, charge and spin: 62.2 kcal per mole
- HOMO level: -8.31 eV

---

# 2
Molecular formula: C33H21F6IN4O13S2TeW
Method: DFT, wB97M-V/def2-TZVPD

Last column: Löwdin charge in e.
Geometry (Å):
W  -0.062  0.507  0.578  1.50
O  5.245  1.152  3.555  0.12
C  4.157  0.976  2.799  -0.27
C  3.786  1.820  1.782  0.09
C  2.645  1.545  1.065  -0.16
N  1.972  0.391  1.203  0.01
C  2.235  -0.291  2.323  -0.17
C  3.301  -0.070  3.120  0.11
C  1.118  -1.232  2.709  -0.61
O  1.202  -2.087  3.532  0.15
O  0.054  -0.973  2.020  -0.29
C  1.940  2.554  0.222  -0.57
O  2.366  3.637  -0.078  0.11
O  0.794  2.083  -0.155  -0.15
H  5.695  1.967  3.310  0.12
H  4.316  2.743  1.572  0.14
H  3.431  -0.653  4.024  0.15
F  -4.904  -0.269  2.904  0.16
C  -4.292  -0.390  1.735  -0.67
F  -4.872  -1.350  1.030  0.16
F  -4.399  0.766  1.064  0.14
S  -2.526  -0.828  1.996  0.72
O  -1.950  -0.765  0.617  -0.42
O  -2.557  -2.105  2.629  -0.21
N  -2.191  0.438  2.878  -0.28
S  -0.912  1.104  3.469  0.73
O  0.091  1.560  2.438  -0.36
O  -0.337  0.508  4.633  -0.21
C  -1.657  2.709  3.982  -0.67
F  -1.938  3.446  2.905  0.15
F  -2.764  2.511  4.676  0.17
F  -0.764  3.352  4.726  0.16
I  0.236  3.213  -4.638  0.92
C  1.680  2.205  -3.528  -0.70
C  2.916  2.767  -3.281  -0.12
C  3.823  2.036  -2.530  -0.05
C  3.417  0.833  -1.984  -0.15
N  2.224  0.294  -2.225  -0.03
C  1.396  0.941  -3.034  -0.25
H  3.168  3.755  -3.650  0.11
H  4.815  2.426  -2.332  0.11
H  4.074  0.256  -1.336  0.12
H  0.479  0.429  -3.286  0.08
Te  0.538  -1.615  -0.974  1.68
C  -0.738  -3.265  -0.564  -0.45
C  -1.376  -3.760  -1.696  -0.15
C  -2.288  -4.803  -1.581  -0.08
C  -2.557  -5.348  -0.332  -0.08
C  -1.919  -4.848  0.796  -0.07
C  -1.014  -3.801  0.684  -0.13
C  2.337  -2.616  -0.558  -0.45
C  3.339  -2.632  -1.517  -0.15
C  4.534  -3.287  -1.251  -0.08
C  4.725  -3.925  -0.032  -0.08
C  3.714  -3.915  0.921  -0.06
C  2.516  -3.262  0.657  -0.12
H  -1.150  -3.325  -2.660  0.08
H  -2.788  -5.186  -2.465  0.10
H  -3.264  -6.166  -0.238  0.10
H  -2.131  -5.266  1.775  0.11
H  -0.553  -3.399  1.576  0.09
H  3.173  -2.144  -2.470  0.09
H  5.315  -3.305  -2.004  0.11
H  5.659  -4.436  0.172  0.10
H  3.850  -4.414  1.874  0.11
H  1.733  -3.271  1.402  0.08
O  -1.650  1.736  0.627  -0.12
C  -1.855  1.613  -0.612  -0.53
O  -1.112  0.773  -1.205  -0.18
C  -2.894  2.373  -1.317  -0.10
C  -3.580  3.371  -0.653  0.02
C  -4.542  4.109  -1.324  -0.03
C  -4.837  3.827  -2.645  0.02
C  -4.146  2.818  -3.278  -0.12
C  -3.166  2.092  -2.639  0.06
N  -4.471  2.495  -4.692  -0.35
O  -5.344  3.150  -5.227  0.08
O  -3.848  1.601  -5.222  0.08
H  -3.357  3.549  0.393  0.13
H  -5.065  4.906  -0.813  0.12
H  -5.598  4.372  -3.188  0.13
H  -2.643  1.296  -3.153  0.13

Results
- Spin multiplicity: 1
- M: 1298.01 g mol⁻¹
- HOMO-LUMO gap (alpha / beta): 6.403 / 6.402 eV
- Net charge: 0
- ΔE to the lowest compared entry with this formula, charge and spin: 46.4 kcal per mole
- HOMO level (alpha / beta): -7.28 / -7.28 eV

---

# 3
Molecular formula: C5H9N
Method: DFT, wB97M-V/def2-TZVPD

Last column: natural (NBO) charge in e.
Geometry (Å):
C  -0.561  1.329  -0.362  -0.61
C  -0.446  -0.009  0.376  -0.20
C  -0.952  -1.164  -0.483  -0.61
C  0.970  -0.290  0.890  -0.50
C  1.974  -0.256  -0.170  0.27
N  2.775  0.347  -0.751  -0.31
H  -0.201  2.168  0.246  0.21
H  -1.612  1.522  -0.607  0.21
H  0.007  1.332  -1.301  0.22
H  -1.056  0.054  1.286  0.20
H  -0.394  -1.219  -1.427  0.21
H  -2.012  -1.034  -0.723  0.22
H  -0.830  -2.121  0.036  0.21
H  1.028  -1.205  1.476  0.24
H  1.310  0.545  1.514  0.25

Results
- Spin multiplicity: 1
- M: 83.13 g mol⁻¹
- HOMO-LUMO gap: 12.166 eV
- Net charge: 0
- ΔE to the lowest compared entry with this formula, charge and spin: 8.9 kcal per mole
- HOMO level: -11.36 eV